# 1
ORCA calculation (ωB97M-V with the def2-TZVPD basis set) on a structure of composition C28H56O56S14 in a non-equilibrium geometry.

The value obtained for the energy above the lowest of the compared OMol25 structures with the same formula, charge and spin is 341.15 kJ/mol. As for the HOMO energy (alpha / beta): -12.5 / -12.5 eV. As for the HOMO-LUMO gap (alpha / beta): 8.18 / 2.18 eV. As for the total charge: +1. As for the spin multiplicity: 2. The expectation value of S² is 0.757.

```
154
C28H56O56S14, DFT ωB97M-V with the def2-TZVPD basis set
C -4.5576 3.1581 -0.3095
C -3.1954 3.0710 -1.0028
O -3.3765 4.1723 -1.8263
S -3.8855 5.4692 -1.0656
O -4.3084 6.5035 -1.9833
O -2.9863 5.7577 0.0719
O -5.1124 4.4121 -0.6248
H -4.6299 3.0165 0.7689
H -5.2759 2.4726 -0.7592
H -2.9840 2.1969 -1.6189
H -2.2498 3.0837 -0.4608
C 4.1944 -5.1559 -0.5433
C 5.1999 -4.0527 -0.1809
O 4.8583 -2.9308 -1.0649
S 3.2777 -2.9484 -1.7057
O 3.1769 -2.2287 -2.9621
O 2.2337 -2.7559 -0.6480
O 3.5467 -4.6387 -1.7077
H 3.5624 -5.3788 0.3163
H 4.8351 -6.0118 -0.7554
H 6.2259 -4.3207 -0.4329
H 5.1737 -3.8300 0.8858
C -3.1611 -4.7683 -1.9369
C -3.0048 -3.5456 -2.8184
O -3.6688 -3.8420 -4.0672
S -5.0241 -4.7135 -3.6379
O -5.2596 -5.8060 -4.5979
O -6.1462 -3.8080 -3.4311
O -4.4648 -5.1953 -2.1410
H -3.1454 -4.4619 -0.8910
H -2.4035 -5.5510 -1.9769
H -1.9414 -3.3065 -2.8113
H -3.4073 -2.6845 -2.2849
C -0.6598 -3.4804 6.7051
C -0.2210 -4.5251 5.6581
O -0.1704 -3.7828 4.4459
S -1.3926 -2.6523 4.4018
O -2.6536 -3.3466 4.0119
O -1.0645 -1.3397 3.7475
O -1.4192 -2.4364 6.0431
H 0.0996 -2.9420 7.2720
H -1.3199 -3.9976 7.4014
H -0.8737 -5.3929 5.5636
H 0.7336 -5.0174 5.8435
C -5.2666 -0.2792 -5.7829
C -4.2522 -0.8853 -4.8049
O -3.5893 0.1736 -4.2867
S -3.9099 1.6167 -4.9414
O -3.1239 1.9108 -6.0886
O -4.0460 2.6951 -3.9913
O -5.4393 1.0640 -5.3998
H -6.2699 -0.6870 -5.6600
H -5.0516 -0.2536 -6.8512
H -3.5881 -1.3814 -5.5126
H -4.6838 -1.4748 -3.9960
C 1.6957 5.8248 -3.0082
C 0.1999 6.0359 -2.9992
O -0.0934 5.5664 -1.6561
S 0.9556 4.3462 -1.2347
O 0.6014 3.2388 -2.0768
O 1.0608 4.1448 0.2171
O 2.1995 5.1046 -1.8901
H 2.0912 6.8382 -2.9390
H 2.0057 5.1836 -3.8333
H -0.0944 5.5638 -3.9366
H -0.1205 7.0777 -3.0059
C 3.5847 -2.0034 5.2638
C 3.5114 -3.5698 4.9146
O 3.2403 -3.6289 3.4678
S 2.8566 -2.1338 2.7976
O 1.6565 -2.2013 1.9863
O 3.9887 -1.5199 2.1609
O 2.7174 -1.4058 4.2802
H 4.6198 -1.6647 5.2192
H 3.1032 -1.9529 6.2404
H 2.8261 -4.0425 5.6182
H 4.5499 -3.8734 5.0466
C 0.6710 -5.2046 0.9468
C -0.6361 -4.6513 0.5151
O -1.4508 -5.7420 0.3474
S -1.1013 -6.9993 1.4222
O -0.9470 -8.2202 0.7038
O -1.9289 -6.9836 2.6427
O 0.4214 -6.2902 1.8334
H 1.2732 -4.4889 1.5063
H 1.2396 -5.7160 0.1701
H -0.5579 -4.1790 -0.4641
H -1.1567 -4.0063 1.2230
C 4.0056 3.8478 1.2765
C 3.4952 4.3325 2.6620
O 4.0213 3.4697 3.6214
S 5.3337 2.5083 3.0784
O 4.8235 1.1301 2.9786
O 6.5596 2.7293 3.8928
O 5.2771 3.3314 1.6008
H 4.0223 4.5885 0.4769
H 3.3410 3.0181 1.0357
H 2.4124 4.4176 2.7547
H 3.8776 5.3070 2.9656
C 3.4796 2.1928 -3.9582
C 4.5970 3.1157 -3.5022
O 5.3548 2.4944 -2.4609
S 4.8229 0.9477 -2.1847
O 4.8178 0.6487 -0.7963
O 5.3884 -0.1029 -3.0304
O 3.3633 1.3508 -2.8302
H 3.7530 1.6519 -4.8642
H 2.4876 2.5909 -4.1715
H 4.0010 3.9253 -3.0810
H 5.2201 3.5427 -4.2880
C -4.7238 -0.6501 3.1304
C -3.6946 0.1291 2.2256
O -2.8619 0.7946 3.1575
S -3.6042 1.1254 4.6040
O -4.4200 2.3320 4.4993
O -2.5847 0.9861 5.6655
O -4.5693 -0.2011 4.4522
H -4.3477 -1.6730 3.1110
H -5.7424 -0.5516 2.7550
H -4.1845 0.8538 1.5753
H -3.0393 -0.6240 1.7878
C -1.4131 4.3616 4.3936
C -0.1883 3.7351 3.8781
O 0.8223 4.4365 4.5315
S 0.2317 5.7722 5.4474
O 0.8758 7.0306 5.2175
O 0.0493 5.3398 6.8367
O -1.1960 5.7291 4.5397
H -1.7641 3.8077 5.2643
H -2.2169 4.1125 3.7008
H 0.1144 3.8665 2.8393
H -0.1843 2.6629 4.0741
C 0.3434 0.8008 0.7561
C 1.4395 0.4565 -0.2383
O 0.6476 0.3170 -1.4438
S -0.8461 -0.3955 -1.2180
O -0.8196 -1.8823 -0.9760
O -1.9251 0.0730 -2.1202
O -0.9147 0.4321 0.1965
H 0.2639 1.8240 1.1233
H 0.4203 0.2819 1.7115
H 1.9073 -0.4909 0.0294
H 2.2617 1.1503 -0.4134
C -0.0597 0.6073 -4.9199
C 0.0300 -0.8626 -5.0840
O 0.3928 -1.0547 -6.4071
S 1.2216 0.1977 -7.1184
O 0.6695 0.1115 -8.4773
O 2.6661 0.1363 -6.8736
O 0.2830 1.2089 -6.1989
H 0.5659 1.0086 -4.1226
H -1.0372 1.0431 -4.7131
H -0.9451 -1.3260 -4.9337
H 0.7054 -1.4636 -4.4752
```

# 2
ORCA calculation (ωB97M-V with the def2-TZVPD basis set) on a cluster of 4 separate species, C28H56O6 in total in a non-equilibrium geometry.

The value obtained for the energy above the lowest of the compared OMol25 structures with the same formula, charge and spin is 60.83 kJ/mol. As for the HOMO energy: -9.4 eV. As for the HOMO-LUMO gap: 9.35 eV.

```
90
C28H56O6, DFT ωB97M-V with the def2-TZVPD basis set
C -0.6872 -5.1124 -0.7951
C -0.2513 -3.6797 -1.1025
O -1.3771 -2.8453 -1.2800
C -1.8902 -2.3568 -0.0667
C -2.1457 -0.8516 -0.1096
O -1.2048 -0.0961 -0.8817
C 0.0711 -0.2782 -0.5665
C 0.6792 -0.4783 0.5799
O 0.0937 -0.5402 1.7655
C 0.9541 -0.2684 2.8901
C 0.1453 0.6092 3.8506
C 2.1281 -0.6207 0.2481
O 3.0502 -0.8532 0.9070
O 2.2813 -0.4392 -1.1022
C 1.0585 -0.2377 -1.6968
O 0.9338 -0.0481 -2.8099
H -0.8953 -5.2426 0.2605
H 0.1282 -5.7712 -1.0779
H -1.5613 -5.3668 -1.3772
H 0.4096 -3.3042 -0.3238
H 0.3335 -3.7025 -2.0155
H -2.8673 -2.8166 0.0893
H -1.2972 -2.6058 0.8132
H -2.2567 -0.4142 0.8761
H -3.1008 -0.7070 -0.5996
H 1.8357 0.2919 2.6198
H 1.2079 -1.1902 3.3953
H -0.8938 0.3195 3.8585
H 0.2810 1.6228 3.4908
H 0.6116 0.5714 4.8294
C -0.5498 4.1121 -0.1026
C 0.2457 4.3011 1.1862
C -0.5809 4.8840 2.3309
C -1.1388 6.2854 2.0780
C -0.0916 7.3501 1.7559
C 0.9017 7.5860 2.8897
H -0.9159 5.0626 -0.4936
H 0.0739 3.6598 -0.8756
H -1.4085 3.4569 0.0610
H 1.1205 4.9263 0.9885
H 0.6313 3.3258 1.5012
H 0.0298 4.8938 3.2389
H -1.4192 4.2117 2.5422
H -1.7014 6.5975 2.9637
H -1.8653 6.2470 1.2613
H -0.6089 8.2896 1.5443
H 0.4506 7.0868 0.8436
H 0.3858 7.8905 3.8028
H 1.6048 8.3768 2.6237
H 1.4855 6.6907 3.1099
C 2.7427 -4.9654 1.4134
C 3.7524 -4.0238 2.0557
C 5.0673 -3.9340 1.2858
C 5.8481 -5.2458 1.1836
C 6.2084 -5.8906 2.5210
C 7.1210 -5.0251 3.3845
H 3.1078 -5.9938 1.3845
H 1.8063 -4.9679 1.9755
H 2.5215 -4.6545 0.3918
H 3.9342 -4.3309 3.0898
H 3.3173 -3.0233 2.1058
H 5.6965 -3.1702 1.7507
H 4.8619 -3.5740 0.2728
H 6.7683 -5.0563 0.6218
H 5.2780 -5.9652 0.5881
H 6.7137 -6.8395 2.3220
H 5.3019 -6.1377 3.0808
H 8.0524 -4.7985 2.8614
H 7.3756 -5.5431 4.3107
H 6.6451 -4.0820 3.6578
C -6.8965 1.7765 -5.4793
C -5.6941 0.8387 -5.5319
C -5.2201 0.3804 -4.1542
C -4.7292 1.4990 -3.2335
C -3.5836 2.3412 -3.7919
C -2.3121 1.5369 -4.0494
H -6.6626 2.7034 -4.9531
H -7.2174 2.0449 -6.4870
H -7.7400 1.3013 -4.9738
H -4.8770 1.3206 -6.0751
H -5.9678 -0.0461 -6.1133
H -4.4253 -0.3600 -4.2822
H -6.0399 -0.1449 -3.6529
H -4.4099 1.0508 -2.2863
H -5.5649 2.1601 -2.9843
H -3.3560 3.1335 -3.0729
H -3.8936 2.8436 -4.7129
H -1.9644 1.0629 -3.1298
H -1.5212 2.1954 -4.4118
H -2.4681 0.7615 -4.8008
```

# 3
ORCA calculation (ωB97M-V with the def2-TZVPD basis set) on a cluster of 2 separate species, C28H57BN3O4 in total in a non-equilibrium geometry.

The value obtained for the energy above the lowest of the compared OMol25 structures with the same formula, charge and spin is 1201.40 kJ/mol. As for the HOMO energy: -11.3 eV. As for the HOMO-LUMO gap: 7.57 eV. As for the total charge: +1.

```
93
C28H57BN3O4, DFT ωB97M-V with the def2-TZVPD basis set
C -7.8926 -7.3280 6.7857
C -7.0464 -5.9952 6.3112
C -7.4030 -5.6011 4.7492
C -6.4173 -4.3565 4.2835
C -6.3789 -4.1529 2.6334
C -6.7842 -2.5922 2.1959
C -5.7045 -1.9263 1.1489
C -5.7566 -0.2636 1.1198
C -4.2207 0.2119 0.6961
C -4.1141 1.7898 0.2560
C -3.0852 2.0107 -1.0440
C -1.6064 1.2725 -0.7878
C -0.3976 2.1884 -1.4097
C 1.1022 1.4482 -1.3292
O 1.0304 0.8246 -0.0114
C 2.3145 0.3523 0.5006
C 2.5839 -1.2666 0.3365
C 1.2425 -2.1842 0.5423
O 3.3266 -1.5082 -0.9093
C 2.0831 2.7246 -1.6257
C 3.1675 1.9127 -2.5769
B 4.2906 2.7577 -3.4291
O 4.0033 3.5750 -4.6347
N 5.7481 2.6398 -2.9514
C 6.6862 3.4686 -3.8002
C 5.8836 2.9689 -1.4785
N 2.2578 0.9218 -3.3314
C 1.0631 0.5495 -2.7019
N 0.0023 -0.3926 -3.2213
C 0.4341 -1.6892 -3.3076
C -0.6053 -2.8708 -2.7417
C 1.8376 -2.2307 -3.9543
H -8.9652 -7.0373 7.2156
H -8.0819 -8.0964 5.9019
H -7.2420 -7.8524 7.6379
H -5.8984 -6.2696 6.4617
H -7.3510 -5.0732 7.0045
H -7.2004 -6.4986 3.9909
H -8.5193 -5.2191 4.6945
H -6.8468 -3.3913 4.8198
H -5.3360 -4.6161 4.7051
H -5.2960 -4.4498 2.2914
H -7.1648 -4.9448 2.2106
H -7.8277 -2.6967 1.6362
H -6.8967 -1.9521 3.1728
H -5.7636 -2.3809 0.0696
H -4.6141 -2.1881 1.5577
H -6.0554 0.1082 2.2012
H -6.5541 0.1637 0.3768
H -3.5724 0.0782 1.6811
H -3.8634 -0.5167 -0.1564
H -5.1591 2.3009 0.0991
H -3.6016 2.3766 1.1577
H -2.9716 3.1648 -1.2902
H -3.6403 1.5007 -1.9652
H -1.7072 0.2065 -1.2596
H -1.5303 1.1417 0.3779
H -0.3045 3.1490 -0.7081
H -0.6136 2.6036 -2.4861
H 3.2663 0.8941 0.0968
H 2.3025 0.5512 1.6781
H 3.3263 -1.5582 1.2245
H 1.5287 -3.3257 0.6713
H 0.6842 -1.7507 1.5042
H 0.5303 -1.9700 -0.3608
H 3.7501 -2.4356 -0.8806
H 1.5844 3.4734 -2.4024
H 2.7545 3.1742 -0.7797
H 3.8538 1.1337 -1.9871
H 3.3091 3.1297 -5.2068
H 6.5961 3.1359 -4.9184
H 6.5644 4.6176 -3.6148
H 7.7960 3.1897 -3.4648
H 4.9847 3.6700 -1.1242
H 6.9365 3.3591 -1.1518
H 5.7007 1.9408 -0.8995
H 2.6478 0.6276 -4.2532
H -0.8133 -3.6610 -3.6091
H -0.1142 -3.5118 -1.8667
H -1.6216 -2.3741 -2.4429
H 1.5571 -3.1884 -4.6086
H 2.6240 -2.6168 -3.1643
H 2.3611 -1.4858 -4.6974
C 8.8278 7.0701 0.9713
C 8.6293 5.8918 0.0559
O 8.1207 4.8474 0.4603
C 9.0772 6.0405 -1.3736
H 8.4585 6.8190 1.9712
H 9.8916 7.3108 1.0416
H 8.2668 7.9301 0.5970
H 10.1520 6.2354 -1.4078
H 8.5273 6.8546 -1.8524
H 8.8719 5.1118 -1.9166
```

# 4
ORCA calculation (ωB97M-V with the def2-TZVPD basis set) on a cluster of 3 separate species, C28H57BrClN3O10 in total in a non-equilibrium geometry.

As for the HOMO energy: -8.9 eV. As for the HOMO-LUMO gap: 9.39 eV.

```
100
C28H57BrClN3O10, DFT ωB97M-V with the def2-TZVPD basis set
C -7.0711 -1.5452 -2.4623
C -6.0315 -2.5653 -1.9726
C -5.3027 -2.2023 -0.6534
Cl -5.7213 -0.5732 -0.0092
C -3.7746 -2.4053 -0.6734
O -3.4036 -2.8041 0.6500
C -2.8025 -1.7813 1.4702
C -3.0186 -2.1638 2.9470
N -3.5689 -1.0116 3.6456
C -2.5670 0.0028 3.9513
C -3.1473 1.3807 3.7661
C -2.0929 2.4857 3.9644
O -4.2193 1.5636 4.6890
N -3.4432 -3.6285 -1.4650
C -2.0446 -3.5673 -1.6182
O -1.2952 -4.4513 -1.5232
C -1.7043 -2.1299 -1.9682
C -0.3018 -1.6426 -1.6534
C -0.1023 -0.1806 -1.9748
O 0.0288 0.2015 -3.0692
N -0.0417 0.7209 -0.8349
C 1.2623 1.4251 -0.9236
C -1.1226 1.7203 -0.8993
C -2.9115 -1.3547 -1.3584
Br -3.7327 -0.3829 -2.8841
H -6.6702 -0.5451 -2.5614
H -7.3683 -1.8602 -3.4629
H -7.9631 -1.5747 -1.8455
H -6.5696 -3.4949 -1.7987
H -5.3515 -2.7493 -2.7956
H -5.6606 -2.8912 0.0982
H -3.2227 -0.7988 1.2897
H -1.7316 -1.7804 1.2348
H -2.0689 -2.5192 3.3582
H -3.7610 -2.9557 2.9474
H -4.1098 -1.2717 4.4573
H -2.1646 -0.1100 4.9645
H -1.7173 -0.0734 3.2714
H -3.5405 1.4778 2.7512
H -1.6706 2.8093 3.0142
H -1.2718 2.1380 4.5888
H -2.5569 3.3518 4.4230
H -4.7913 2.2524 4.3312
H -3.6144 -4.3760 -0.7913
H -1.8173 -1.9687 -3.0378
H -0.0499 -1.8129 -0.6081
H 0.3784 -2.2229 -2.2715
H 1.1563 2.3210 -1.5405
H 1.9996 0.8052 -1.4230
H 1.6206 1.7174 0.0595
H -0.7870 2.6049 -0.3709
H -1.3161 2.0245 -1.9354
H -2.0535 1.3335 -0.4902
H -2.5341 -0.5241 -0.7788
C 3.6433 -4.2734 5.5135
O 2.5787 -4.5390 4.6223
C 1.3144 -4.0603 5.0454
C 0.6173 -3.2063 4.0016
O 1.2537 -1.9919 3.6351
C 2.4950 -2.0408 2.9450
C 2.4827 -2.6515 1.5549
O 2.1714 -4.0329 1.5602
C 1.1702 -4.4104 0.6332
H 3.7507 -5.0911 6.2333
H 4.5610 -4.2025 4.9283
H 3.5053 -3.3280 6.0461
H 1.4009 -3.4936 5.9785
H 0.6826 -4.9347 5.2425
H -0.3402 -2.9033 4.4356
H 0.3617 -3.7912 3.1160
H 3.2644 -2.4988 3.5677
H 2.7935 -0.9951 2.8280
H 3.4880 -2.5399 1.1291
H 1.7848 -2.0894 0.9239
H 0.4160 -3.6292 0.5101
H 0.6716 -5.3018 1.0142
H 1.6169 -4.6466 -0.3371
C 4.1873 2.9918 -5.8866
O 3.9220 4.3034 -5.4299
C 2.7258 4.4415 -4.6826
C 2.9307 5.1189 -3.3387
O 3.7560 4.4481 -2.3966
C 5.1398 4.2965 -2.6832
C 5.9662 5.5678 -2.7736
O 5.5999 6.3887 -3.8686
C 5.3936 7.7486 -3.5458
H 3.7388 2.8335 -6.8723
H 5.2689 2.8795 -5.9743
H 3.8215 2.2334 -5.1884
H 2.2447 3.4697 -4.5289
H 2.0420 5.0634 -5.2724
H 1.9472 5.1745 -2.8620
H 3.2491 6.1551 -3.4597
H 5.2851 3.6712 -3.5647
H 5.5383 3.7186 -1.8443
H 7.0149 5.2784 -2.9147
H 5.8911 6.1125 -1.8264
H 4.9641 7.8740 -2.5474
H 4.6916 8.1620 -4.2708
H 6.3349 8.3038 -3.6137
```